The following is a quantum chemistry calculation of one molecule with the formula C3H4OS, from OMol25.

SMILES: C[C@@H]1SC1=O
HOMO-LUMO gap (eV): 10.2
E_LUMO (eV): 0.6
Electronic energy (eV): -16057.08097

Cartesian coordinates (Å):
C  -0.111865  0.061050  -0.421839
C  1.074142  0.011889  0.483743
S  2.479681  1.160586  -0.075170
C  2.391254  -0.592453  0.087096
O  3.039590  -1.546852  -0.014181
H  0.060714  -0.106553  -1.395084
H  -0.724833  0.947722  -0.185069
H  -0.712221  -0.808201  -0.019600
H  1.000721  0.097339  1.646858

Atoms 1-6, force components in eV/Å:
C -2.19 -1.00 5.41
C 1.96 0.64 1.48
S 0.27 -0.05 0.07
C -2.13 2.57 0.36
O 1.20 -2.10 -0.26
H 0.88 -0.25 -3.47

The following is a quantum chemistry calculation of one molecule with the formula C3H4OS, from OMol25.

HOMO-LUMO gap (alpha / beta) (eV): 7.9 / 7.1
E_LUMO (alpha / beta) (eV): -0.7 / -0.8
Electronic energy (eV): -16054.40569

Cartesian coordinates (Å):
C  0.609256  -0.769705  -1.299122
C  0.076264  -0.089463  -0.384247
C  -1.195472  0.131708  0.314516
O  2.047781  0.282128  1.558823
S  1.650712  0.929869  0.299757
H  1.364755  -1.077326  -1.965103
H  -1.040641  0.051217  1.390961
H  -1.947626  -0.590145  -0.004455
H  -1.565030  1.131718  0.088871

Atoms 1-6, force components in eV/Å:
C 0.16 0.40 0.31
C 0.63 0.77 0.47
C -0.43 -0.05 0.13
O 0.20 -0.17 0.60
S -0.98 -0.72 -1.24
H 0.43 -0.26 -0.38

The following is a quantum chemistry calculation of a 2-piece molecular cluster, C3H4OS overall, from OMol25.

HOMO-LUMO gap (alpha / beta) (eV): 7.4 / 7.4
E_LUMO (alpha / beta) (eV): -1.6 / -1.6
Electronic energy (eV): -16051.36457

Cartesian coordinates (Å):
C  -0.395923  -0.879218  0.989251
C  -0.271570  -0.246749  -0.364024
C  -1.345402  0.258430  0.608670
O  2.784168  -0.489888  -0.615237
S  2.747336  0.935968  -0.447607
H  0.566733  0.277590  -0.741105
H  -0.631595  -1.052507  -1.003372
H  -2.349796  0.187708  0.252308
H  -1.103947  1.008665  1.321119

Atoms 1-6, force components in eV/Å:
C -0.39 0.76 -0.73
C -1.32 -0.26 1.88
C 1.46 -1.84 -1.44
O 0.25 -2.69 -0.34
S 0.40 2.79 0.37
H 0.35 0.19 -0.14